1.
Density functional theory data (ωB97M-V/def2-TZVPD) for the ion C4H7N2 with charge +1.

```
13
C4H7N2, DFT ωB97M-V/def2-TZVPD
C 0.332 1.583 0.210
C -0.110 -1.904 -1.094
C 0.165 0.817 1.413
C -0.994 0.866 0.487
N 0.213 -1.363 0.029
N -0.467 -0.405 0.811
H 0.437 2.626 0.476
H 0.770 1.281 -0.777
H -0.730 -1.210 -1.653
H 0.341 -2.817 -1.494
H 0.516 1.029 2.429
H -2.102 1.106 0.452
H 0.887 -1.861 0.747
```

Calculated values
net charge: +1
frontier orbital gap (alpha / beta): 8.40 / 7.67 eV
E_LUMO (alpha / beta): -3.00 / -8.14 eV
HOMO level (alpha / beta): -11.4 / -15.8 eV
⟨S²⟩: 2.01
2S+1: 3



2.
Density functional theory data (ωB97M-V/def2-TZVPD) for a cluster of 12 separate species, C56H144N8O20 in total.

```
228
C56H144N8O20, DFT ωB97M-V/def2-TZVPD
C -1.546 -41.002 7.760
O -1.779 -39.846 6.914
C -1.506 -39.917 5.514
C -1.211 -38.492 5.145
N -2.363 -37.633 5.154
C -2.124 -36.356 4.466
C -2.459 -36.493 3.034
O -2.090 -35.366 2.322
C -2.399 -35.434 0.928
H -2.282 -41.791 7.472
H -1.797 -40.701 8.803
H -0.511 -41.348 7.680
H -2.369 -40.368 5.007
H -0.619 -40.545 5.306
H -0.846 -38.397 4.134
H -0.336 -38.140 5.723
H -2.649 -37.403 6.096
H -1.044 -36.049 4.573
H -2.728 -35.524 4.822
H -3.518 -36.727 2.910
H -1.993 -37.424 2.606
H -3.496 -35.607 0.854
H -1.872 -36.278 0.473
H -2.046 -34.458 0.479
C -0.221 -29.951 7.957
O 0.884 -29.467 7.205
C 1.404 -30.453 6.312
C 2.401 -29.691 5.445
N 1.843 -28.731 4.456
C 1.248 -29.379 3.288
C 0.360 -28.452 2.476
O -0.527 -27.878 3.442
C -1.402 -26.938 2.834
H 0.129 -30.769 8.606
H -0.972 -30.362 7.299
H -0.583 -29.070 8.563
H 0.641 -30.895 5.636
H 1.938 -31.255 6.783
H 3.105 -30.384 4.997
H 2.994 -29.045 6.095
H 1.168 -28.174 4.965
H 0.646 -30.228 3.672
H 1.933 -29.848 2.588
H -0.295 -28.984 1.765
H 0.845 -27.638 1.935
H -1.853 -26.329 3.586
H -2.182 -27.338 2.183
H -0.814 -26.220 2.259
C -4.070 -32.946 2.579
O -4.752 -31.817 3.073
C -4.153 -30.611 2.696
C -2.920 -30.272 3.623
N -3.183 -29.933 4.977
C -3.543 -28.566 5.206
C -2.710 -28.037 6.377
O -3.012 -26.665 6.522
C -2.282 -26.053 7.571
H -2.989 -32.855 2.727
H -4.272 -33.135 1.503
H -4.408 -33.809 3.102
H -4.988 -29.929 2.710
H -3.763 -30.649 1.686
H -2.337 -29.512 3.098
H -2.327 -31.166 3.638
H -3.919 -30.502 5.348
H -4.610 -28.447 5.477
H -3.329 -28.004 4.312
H -1.590 -28.123 6.186
H -3.011 -28.556 7.344
H -1.260 -25.792 7.317
H -2.359 -26.662 8.461
H -2.852 -25.149 7.719
C 0.676 -34.161 8.942
O 0.531 -33.535 7.667
C -0.676 -33.919 7.056
C -0.981 -33.222 5.780
N 0.101 -33.542 4.875
C -0.133 -33.111 3.520
C 0.804 -33.853 2.514
O 2.142 -33.629 2.946
C 3.061 -34.473 2.334
H 0.589 -35.268 8.773
H -0.114 -33.912 9.677
H 1.676 -33.903 9.340
H -1.508 -33.715 7.732
H -0.709 -34.979 6.874
H -1.116 -32.154 5.946
H -1.921 -33.609 5.403
H 1.028 -33.209 5.139
H -0.078 -32.020 3.453
H -1.166 -33.432 3.256
H 0.644 -33.600 1.461
H 0.586 -34.909 2.630
H 4.037 -34.233 2.698
H 3.084 -34.380 1.231
H 2.850 -35.531 2.651
C -1.422 -24.004 -4.402
O -1.156 -24.515 -3.121
C 0.263 -24.543 -2.806
C 0.522 -25.553 -1.743
N 0.575 -26.868 -2.325
C 0.954 -28.017 -1.511
C 2.277 -27.883 -0.837
O 2.362 -27.128 0.335
C 3.607 -27.286 1.004
H -1.386 -24.832 -5.114
H -0.748 -23.210 -4.697
H -2.435 -23.599 -4.411
H 0.602 -23.520 -2.586
H 0.832 -24.869 -3.666
H -0.248 -25.491 -0.973
H 1.463 -25.362 -1.221
H -0.404 -27.036 -2.543
H 1.006 -28.884 -2.176
H 0.161 -28.326 -0.765
H 2.994 -27.395 -1.563
H 2.716 -28.900 -0.674
H 3.906 -28.346 1.018
H 3.480 -26.907 2.032
H 4.404 -26.710 0.512
C 9.953 -27.726 2.297
O 9.172 -27.768 1.149
C 8.475 -28.981 0.961
C 7.394 -28.689 -0.029
N 6.670 -29.962 -0.288
C 5.556 -29.658 -1.218
C 4.815 -30.925 -1.644
O 3.995 -31.384 -0.549
C 3.045 -32.286 -1.025
H 10.602 -28.545 2.521
H 9.255 -27.561 3.121
H 10.582 -26.796 2.175
H 8.091 -29.353 1.919
H 9.183 -29.736 0.618
H 7.802 -28.370 -1.007
H 6.749 -27.845 0.284
H 6.250 -30.209 0.593
H 6.019 -29.031 -1.975
H 4.844 -29.030 -0.773
H 5.541 -31.740 -1.857
H 4.149 -30.848 -2.551
H 2.310 -31.744 -1.658
H 2.550 -32.830 -0.207
H 3.478 -33.014 -1.705
C -7.719 -28.876 0.582
O -6.846 -29.591 -0.351
C -6.369 -30.870 0.167
C -7.441 -31.901 0.017
N -7.723 -32.182 -1.387
C -8.819 -33.108 -1.475
C -9.066 -33.462 -2.882
O -9.467 -32.253 -3.578
C -9.499 -32.392 -4.986
H -7.860 -27.864 0.247
H -7.227 -28.826 1.555
H -8.716 -29.328 0.715
H -6.036 -30.818 1.185
H -5.568 -31.327 -0.468
H -8.330 -31.456 0.455
H -7.314 -32.842 0.578
H -8.052 -31.347 -1.841
H -9.736 -32.642 -1.040
H -8.681 -34.031 -0.949
H -9.836 -34.200 -2.964
H -8.177 -33.864 -3.365
H -8.680 -33.076 -5.313
H -9.290 -31.395 -5.439
H -10.480 -32.668 -5.373
C -4.663 -36.246 -4.255
O -3.497 -37.124 -4.100
C -2.590 -37.167 -5.146
C -1.567 -36.002 -5.071
N -1.115 -35.827 -3.636
C 0.002 -36.685 -3.329
C 0.198 -36.563 -1.757
O 1.322 -37.378 -1.448
C 1.680 -37.375 -0.082
H -4.404 -35.208 -4.395
H -5.120 -36.331 -3.251
H -5.329 -36.646 -4.998
H -3.008 -37.320 -6.133
H -1.944 -38.063 -5.011
H -1.931 -35.048 -5.467
H -0.708 -36.221 -5.742
H -1.990 -36.023 -3.111
H 0.866 -36.229 -3.832
H -0.099 -37.719 -3.643
H -0.730 -37.004 -1.341
H 0.307 -35.503 -1.430
H 1.776 -36.374 0.323
H 2.621 -37.886 0.023
H 0.946 -37.943 0.448
C -3.288 -26.487 -1.152
C -4.044 -27.699 -1.727
O -4.148 -28.675 -0.718
H -2.808 -25.897 -1.944
H -2.510 -26.810 -0.460
H -3.983 -25.897 -0.575
H -3.430 -28.179 -2.524
H -5.031 -27.474 -2.136
H -5.075 -28.688 -0.417
C -3.787 -33.650 -1.627
C -4.086 -32.999 -2.927
O -5.353 -33.327 -3.434
H -3.848 -34.735 -1.825
H -4.461 -33.386 -0.802
H -2.798 -33.348 -1.329
H -3.403 -33.326 -3.741
H -3.960 -31.917 -2.811
H -5.969 -32.916 -2.809
C 0.191 -31.273 -4.288
C 0.379 -32.743 -4.000
O -0.801 -33.101 -3.345
H 0.260 -30.712 -3.371
H -0.767 -31.186 -4.800
H 0.996 -30.887 -4.913
H 1.267 -32.954 -3.436
H 0.490 -33.310 -4.955
H -0.854 -34.096 -3.373
C -1.628 -30.885 -0.081
C -0.157 -31.347 -0.098
O -0.063 -32.661 -0.631
H -2.256 -31.604 0.373
H -2.101 -30.700 -1.071
H -1.711 -29.967 0.469
H 0.062 -31.438 0.962
H 0.472 -30.664 -0.653
H -0.322 -32.633 -1.579
```

Calculated values
net charge: 0
frontier orbital gap: 8.70 eV
E_LUMO: 0.61 eV
HOMO level: -8.1 eV
SMILES string: COCCNCCOC.COCCNCCOC.COCCNCCOC.COCCNCCOC.COCCNCCOC.COCCNCCOC.COCCNCCOC.COCCNCCOC.CCO.CCO.CCO.CCO



3.
Density functional theory data (ωB97M-V/def2-TZVPD) for a cluster of 6 separate species, H11O6 in total.

```
17
H11O6, DFT ωB97M-V/def2-TZVPD
O 0.829 0.514 0.619
H 1.553 1.000 1.025
O -0.240 -0.198 -1.600
H -1.164 0.024 -1.450
H 0.244 0.124 -0.762
O -0.623 2.695 1.153
H -0.968 2.379 2.003
H -0.220 1.831 0.820
O 2.028 0.415 -3.463
H 1.525 0.413 -2.628
H 2.001 -0.534 -3.646
O 2.464 -1.686 -0.506
H 1.733 -1.055 -0.320
H 2.240 -2.416 0.090
O -4.375 -1.580 3.588
H -4.503 -1.213 2.701
H -3.513 -2.007 3.482
```

Calculated values
net charge: -1
frontier orbital gap: 8.04 eV
E_LUMO: 3.01 eV
HOMO level: -5.0 eV



Record order is preserved below.
Relative energy (zero: lowest compared OMol25 entry of this formula, charge and spin): 4.422 0.000 1.009 eV